No. 1
Formula: C54H48OP2S4Sn
Source: the Open Molecules 2025 dataset
Level of theory: wB97M-V/def2-TZVPD

Its total charge is +4. The value obtained for the total energy is -126537.102 eV.

```
110
Properties=species:S:1:pos:R:3:forces:R:3
Sn -1.207212 0.503819 -0.915835 0.3 -0.4 0.7
C -4.052041 -0.174991 -2.742866 -1.7 1.2 -0.3
C -3.430058 0.719782 -3.792579 -0.1 1.1 0.0
S -1.621182 0.946807 -3.589150 0.2 -0.3 -0.3
C -1.355979 2.744239 -3.721782 -0.4 0.1 -0.9
C -2.043190 3.591645 -2.694153 -1.5 0.2 1.0
S -1.638695 3.139481 -0.933103 -0.3 0.2 -0.3
C -3.306486 2.998435 -0.199475 0.8 -1.0 2.1
C -4.225898 2.036739 -0.931405 -1.1 1.2 -0.2
S -3.791095 0.299724 -1.000103 0.1 -0.2 -0.2
H -3.743216 -1.184710 -2.822664 0.3 -1.1 0.1
H -5.165087 -0.131653 -2.941773 1.1 -0.2 0.4
H -3.834653 1.735391 -3.673835 0.0 -0.3 -0.3
H -3.710723 0.388325 -4.818341 0.6 0.0 0.7
H -1.737319 3.027988 -4.733837 0.4 -0.2 0.7
H -0.282012 2.869138 -3.695217 0.3 -0.1 -0.2
H -3.145563 3.451874 -2.785389 0.8 0.3 0.1
H -1.881353 4.681397 -2.787917 0.3 -0.6 -0.2
H -3.742499 3.995306 -0.139979 -0.1 0.0 -0.1
H -3.111665 2.647295 0.899181 -0.3 0.7 -2.0
H -4.463369 2.475255 -1.906337 0.2 -0.6 -0.1
H -5.198175 2.081544 -0.443071 -0.1 -0.1 0.3
O -1.603854 0.615068 1.247974 0.3 -1.0 -1.1
S -0.104210 0.339269 1.728798 -1.2 -0.5 0.7
C 0.152670 1.879276 2.423345 0.3 0.1 1.1
C -0.471145 2.351199 3.602526 -1.4 -2.2 -0.1
C -0.132361 3.552369 4.142443 0.5 1.2 1.7
C 0.962663 4.241290 3.649557 -0.9 0.2 0.2
C 1.602537 5.509957 4.114941 2.3 -0.8 0.4
C 2.850955 5.660006 3.165087 -0.1 -0.4 -0.2
C 2.681727 4.547957 2.178958 -0.1 0.7 0.2
C 3.421536 4.218992 1.100733 0.3 0.2 -0.6
C 2.995270 3.154995 0.302296 0.0 0.7 0.4
C 1.882545 2.384730 0.555535 -1.1 -0.2 0.4
P 1.440962 1.127400 -0.658725 0.7 -0.8 -0.1
C 1.738896 1.903616 -2.272853 0.4 0.4 -0.2
C 1.923728 1.287296 -3.512432 -0.2 -0.7 0.0
C 2.126971 2.053805 -4.674287 0.0 -0.6 0.0
C 2.270140 3.439654 -4.652825 -0.8 -0.5 2.4
C 2.071827 4.076132 -3.382175 -0.1 -3.9 -2.0
C 1.771498 3.300409 -2.267264 0.0 1.3 -0.5
C 2.646394 -0.230538 -0.207548 -1.7 1.5 -1.5
C 3.334116 -0.914204 -1.180080 -1.6 1.3 -2.4
C 4.394378 -1.633704 -0.822584 1.2 -1.6 1.3
C 4.663197 -1.940121 0.523740 0.0 0.2 -0.5
C 3.948898 -1.249689 1.489438 0.3 -1.1 0.8
C 2.988577 -0.345302 1.098592 0.2 0.2 0.8
C 1.133409 2.626567 1.759910 1.5 1.1 0.6
C 1.577985 3.758631 2.511250 -0.3 -0.6 -0.9
C 0.019256 -0.994747 2.934422 -0.6 1.0 -0.8
C 0.546165 -0.668724 4.172092 -0.5 -0.8 -1.1
C 0.820493 -1.663039 5.116940 -0.1 0.4 0.1
C 0.457642 -2.948697 4.837671 0.5 0.0 -0.5
C 0.601971 -4.224965 5.630366 -2.4 0.6 0.0
C -0.228971 -5.236379 4.728403 0.0 -1.0 2.6
C -0.397706 -4.591839 3.430018 -1.4 0.0 -0.8
C -0.964947 -5.068871 2.245838 0.5 -2.9 2.7
C -1.107355 -4.248596 1.202725 -0.6 1.4 -1.4
C -0.810763 -2.897514 1.272982 0.7 1.6 0.0
P -0.982272 -2.157149 -0.393196 -0.3 0.1 -0.1
C 0.305011 -2.625239 -1.526285 1.1 -0.1 -1.2
C 0.433374 -2.017770 -2.817471 0.1 -0.9 1.1
C 1.374690 -2.494026 -3.721100 0.0 0.0 0.5
C 2.208674 -3.591642 -3.416561 -1.2 0.3 -0.1
C 2.044086 -4.190344 -2.184683 0.5 0.1 0.7
C 1.173050 -3.680295 -1.218614 -0.3 0.3 0.3
C -2.515007 -2.881363 -0.999622 -1.2 0.4 1.2
C -3.622341 -2.766992 -0.112160 0.3 -0.2 0.0
C -4.901997 -3.172391 -0.505358 1.3 0.4 -0.1
C -5.083232 -3.619548 -1.802758 0.6 -0.5 -0.5
C -3.980415 -3.810644 -2.659291 -1.5 0.3 0.5
C -2.726432 -3.466736 -2.237863 0.2 0.4 0.0
C -0.323325 -2.329497 2.524628 -0.1 0.9 -1.1
C -0.146311 -3.215977 3.570405 0.8 -1.2 0.2
H -1.258589 1.730223 4.165952 1.3 0.8 -1.2
H -0.563676 3.886927 5.091006 -0.2 -0.2 -0.5
H 1.879759 5.489555 5.190074 -0.1 -0.1 -0.6
H 1.007685 6.358455 3.983319 -1.4 1.2 -0.2
H 3.797733 5.421926 3.618362 0.4 0.1 0.8
H 3.039882 6.632414 2.685524 -0.5 -0.2 0.2
H 4.235977 4.844812 0.758617 0.2 -0.2 0.1
H 3.542324 3.111180 -0.599957 0.4 -0.8 -0.9
H 1.885745 0.181149 -3.582947 0.0 0.9 -0.1
H 2.154670 1.492966 -5.604149 0.3 0.3 0.0
H 2.424262 3.995895 -5.544695 0.2 0.4 -0.5
H 2.049009 5.090040 -3.347779 0.1 2.9 0.4
H 1.567850 3.894621 -1.397589 -0.1 -0.2 0.4
H 3.075833 -0.822368 -2.267067 0.3 0.0 1.3
H 4.962323 -2.018659 -1.614824 1.0 -0.9 -0.7
H 5.409430 -2.701169 0.754758 -0.1 0.4 0.1
H 4.076862 -1.463684 2.557182 0.2 0.3 -0.5
H 2.592976 0.342447 1.806552 -0.4 0.2 0.7
H 0.739287 0.369519 4.310165 0.4 0.4 0.6
H 1.274904 -1.360014 6.031343 0.3 0.0 0.6
H 0.035725 -4.021544 6.559976 0.2 -0.3 -0.2
H 1.584935 -4.494958 5.991674 0.4 -0.2 -0.6
H -1.246931 -5.404818 5.230814 1.2 0.3 -0.8
H 0.224866 -6.224513 4.736296 0.0 -0.1 -0.3
H -1.315308 -6.124126 2.131915 0.6 1.0 0.3
H -1.561798 -4.665953 0.320224 0.1 0.0 -0.3
H -0.219351 -1.214532 -3.140547 0.0 0.0 0.1
H 1.407364 -1.945877 -4.639778 0.3 -0.2 -0.7
H 2.880058 -4.060601 -4.123160 0.1 0.4 -0.2
H 2.679359 -5.025562 -1.922332 -0.1 -0.1 0.0
H 1.161406 -4.061502 -0.191490 0.1 -0.2 -0.6
H -3.464943 -2.421408 0.924275 -0.1 -0.1 -0.6
H -5.690730 -3.103590 0.210032 -0.6 0.0 0.2
H -6.052719 -3.899011 -2.161168 -0.5 -0.1 0.0
H -4.146319 -4.157132 -3.668808 0.1 -0.3 0.0
H -1.945037 -3.646013 -2.918016 1.2 0.0 -0.6
```
Forces are in eV/Å.

---

No. 2
Formula: C2H5N
Source: the Open Molecules 2025 dataset
Level of theory: wB97M-V/def2-TZVPD

The value obtained for the total energy is -3642.606 eV.

```
8
Properties=species:S:1:pos:R:3:forces:R:3
C 0.227282 0.244985 -0.487510 -5.0 0.3 -1.0
C -0.551182 -0.497690 0.491849 -1.1 1.0 5.5
N 1.440919 0.308345 -0.569886 3.7 0.6 -0.5
H -0.593508 0.659263 -1.125110 1.3 0.7 -0.7
H -0.910786 0.434688 1.638749 0.5 -2.2 -3.7
H 0.069477 -1.030874 1.221331 -0.1 -0.7 -0.7
H -1.506561 -1.019425 0.162886 1.4 0.9 0.4
H 1.824358 0.900708 -1.332308 -0.7 -0.5 0.6
```
Forces are in eV/Å.

---

No. 3
Formula: CH2BF3O2
Source: the Open Molecules 2025 dataset
Level of theory: wB97M-V/def2-TZVPD

The value obtained for the total energy is -13992.382 eV.

```
9
Properties=species:S:1:pos:R:3:forces:R:3
B -0.334366 -0.362648 -0.001127 -2.7 0.2 0.2
C -3.105707 -0.193101 -0.049363 1.9 0.3 0.8
O 0.438570 -1.368172 -0.311347 -2.0 -0.4 0.6
O -0.365448 0.842946 0.464033 5.7 -2.9 0.2
F -3.841131 -0.294173 -1.176131 0.1 0.0 1.0
F -3.867761 -0.637228 1.043741 0.7 0.8 -1.8
F -2.958671 1.250448 0.160559 -0.5 -1.3 -0.1
H 1.276416 -1.195035 -0.674409 1.9 0.3 -0.7
H -1.082680 1.358033 0.436725 -5.1 3.0 -0.2
```
Forces are in eV/Å.

---

No. 4
Formula: C22H43CaN2OP2S
Source: the Open Molecules 2025 dataset
Level of theory: wB97M-V/def2-TZVPD

Its total charge is +1. The value obtained for the total energy is -76385.724 eV.

```
72
Properties=species:S:1:pos:R:3:forces:R:3
Ca 0.961809 0.068749 0.914044 -0.6 0.3 -0.4
P 1.862828 -0.203420 -1.726091 1.1 0.5 -0.5
P -1.255879 -1.328038 1.944784 -0.5 -0.1 1.2
N 1.170104 -2.432939 0.302783 0.2 -0.2 -0.1
C 2.749358 -1.827458 -1.555256 0.3 -0.3 -0.3
H 2.960870 -2.182903 -2.582930 0.1 0.1 0.6
H 3.714941 -1.619834 -1.067690 -0.3 0.0 -0.2
C 2.055719 -2.958610 -0.753683 -0.2 -0.2 0.0
H 1.460681 -3.643935 -1.384902 0.2 0.4 0.1
H 2.855734 -3.569015 -0.282268 -0.4 0.1 -0.3
C 0.515121 -3.503660 1.073784 -0.2 -0.2 -0.3
H 1.284649 -4.145548 1.546104 -0.3 0.1 -0.2
H -0.034135 -4.151122 0.357069 0.1 0.5 0.4
C -0.390706 -2.953990 2.204213 0.1 -0.3 0.4
H 0.249200 -2.833147 3.099437 -0.4 0.0 -0.4
H -1.171249 -3.698226 2.454170 0.5 0.2 0.0
C -2.994519 -1.874976 1.597836 0.1 -0.2 -0.3
C -3.834143 -0.765384 0.956892 -0.2 0.0 0.1
H -4.837240 -1.161982 0.748167 0.2 0.2 0.0
H -3.408141 -0.430355 0.009703 0.0 0.0 0.1
H -3.947490 0.102295 1.622059 0.0 -0.3 -0.2
C -1.257166 -0.529332 3.658147 0.4 -0.5 -0.3
C -2.139905 0.715925 3.709362 0.1 0.4 -0.1
H -2.026451 1.184171 4.697106 -0.1 -0.1 -0.2
H -3.202295 0.485674 3.569604 0.2 0.0 0.1
H -1.830558 1.469726 2.963448 -0.2 -0.3 0.2
C 3.220567 1.098728 -1.575287 0.0 -0.7 0.1
C 2.718286 2.490369 -1.959484 0.0 0.3 0.2
H 3.483822 3.227846 -1.675931 -0.2 -0.2 -0.1
H 1.795200 2.764289 -1.422554 0.2 -0.1 -0.2
H 2.544682 2.591768 -3.039049 0.1 -0.1 0.3
C 1.322589 -0.219513 -3.488254 -0.3 -0.2 -0.1
C 0.260299 0.853129 -3.774516 0.0 -0.1 -0.3
H -0.103325 0.714646 -4.805448 0.1 0.1 0.3
H 0.673896 1.867407 -3.696763 -0.1 -0.3 0.0
H -0.597213 0.766670 -3.104338 0.1 0.1 0.0
C -0.748954 -0.715813 -0.810825 -3.1 -1.5 -2.9
O -1.472646 -1.216862 -1.580612 2.6 1.5 2.6
C -1.532313 -1.455496 4.839337 -0.1 0.0 0.5
H -2.585833 -1.758489 4.900722 0.4 0.1 0.0
H -0.912115 -2.358575 4.835607 -0.1 0.2 0.0
H -1.301825 -0.905540 5.763954 0.0 -0.2 -0.2
C 4.546924 0.781383 -2.263998 0.4 0.4 -0.2
H 5.282586 1.540257 -1.949890 -0.1 -0.3 -0.1
H 4.955379 -0.195447 -1.993487 -0.1 0.1 0.0
H 4.476276 0.838383 -3.359043 0.0 0.0 0.4
C 2.433087 -0.167164 -4.543141 -0.3 0.2 -0.4
H 1.986970 -0.396414 -5.524645 0.2 0.0 0.3
H 2.869600 0.841198 -4.629098 -0.2 -0.4 0.1
H 3.231663 -0.888496 -4.374399 0.0 0.0 0.1
C -3.754334 -2.514204 2.763384 -0.5 0.1 0.0
H -4.070966 -1.762697 3.505879 0.2 -0.3 -0.3
H -4.677865 -2.963469 2.366069 0.2 0.1 0.1
H -3.203297 -3.305069 3.271520 0.0 0.1 0.0
H -2.835287 -2.661768 0.832988 -0.1 0.3 0.2
H 0.830352 -1.208949 -3.572047 0.1 0.3 0.0
H -0.200376 -0.202798 3.745418 -0.3 0.0 0.0
H 3.415119 1.092299 -0.482888 0.0 0.1 -0.3
H 1.825304 -2.008883 0.959996 0.4 0.1 0.6
H 2.459297 -0.615401 2.034863 0.3 -0.3 0.2
S 0.539527 2.635818 1.643620 0.2 0.7 0.1
C -0.501258 3.343041 0.496785 0.7 0.3 0.1
N -0.201616 4.591351 -0.001151 -0.8 -0.1 -0.2
C -1.020979 5.277189 -0.852452 -0.4 -0.8 0.2
C -2.204914 4.694659 -1.267533 0.4 0.7 -0.2
C -2.529100 3.406631 -0.826460 0.3 -1.0 0.7
C -1.670649 2.726751 0.047380 -1.1 0.4 -0.9
H 0.658088 5.027118 0.326202 -0.2 -0.2 0.0
H -0.692445 6.261694 -1.161612 0.0 -0.1 0.1
H -2.868481 5.232542 -1.948035 0.3 -0.1 0.3
H -3.465639 2.921672 -1.147098 0.6 0.3 0.1
H -1.889218 1.721544 0.420423 0.0 0.4 -0.1
```
Forces are in eV/Å.

---

No. 5
Formula: C33H39F4NO6
Source: the Open Molecules 2025 dataset
Level of theory: wB97M-V/def2-TZVPD

As for the SMILES: C[N+](=O)[O-].CCOC(C)=O.CCOC(C)=O.Fc1ccccc1.Fc1ccccc1.Fc1ccccc1.Fc1ccccc1. The value obtained for the total energy is -59495.184 eV.

```
83
Properties=species:S:1:pos:R:3:forces:R:3
C -6.741531 37.776760 9.768015 0.2 0.1 0.8
N -6.783512 37.407251 8.337195 1.2 -1.6 0.0
O -7.837698 37.313720 7.757043 -0.4 0.6 0.1
O -5.720467 37.000373 7.876401 -0.2 0.6 0.0
H -6.307702 36.937583 10.315328 -0.5 -0.4 -0.2
H -7.746388 38.007540 10.096426 0.1 0.2 0.0
H -5.996092 38.535655 10.001302 -0.3 0.5 -0.7
O -7.564870 38.004018 2.472724 0.3 0.0 -0.7
C -6.625126 37.649195 3.137563 -1.7 0.4 1.2
O -5.691739 36.786473 2.748655 0.5 -0.2 -0.2
C -5.716184 36.417083 1.361535 -0.1 -0.5 -0.2
C -4.696820 35.314089 1.165819 0.9 0.0 0.4
C -6.447248 38.066981 4.576248 1.6 0.2 -0.5
H -5.405393 37.297106 0.796903 -0.3 0.0 -0.2
H -6.724591 36.119001 1.076748 0.0 0.1 0.0
H -4.724572 34.516746 1.910986 -0.4 0.2 0.2
H -3.716032 35.788060 1.269272 0.1 -0.3 -0.1
H -4.703800 34.786515 0.213116 -0.4 0.4 -0.2
H -5.369995 38.271433 4.614596 0.0 -0.2 0.6
H -6.690510 37.268838 5.272212 0.0 0.0 0.0
H -6.920429 39.005779 4.841365 -0.5 -0.2 -0.3
O -11.697596 37.254466 9.669173 0.1 -0.7 0.2
C -11.697009 36.446986 8.765804 0.0 1.5 -0.1
O -11.064664 35.294618 8.765830 0.3 -1.4 -0.8
C -10.451499 34.767672 9.927361 0.2 -0.6 1.2
C -9.015755 35.221391 10.140452 -0.7 1.4 -0.4
C -12.366886 36.750562 7.456858 -0.7 0.7 -0.3
H -10.479035 33.677330 9.889312 -0.2 0.0 -0.6
H -11.076413 35.013404 10.789260 0.2 0.3 0.0
H -9.097127 36.310065 10.220911 0.2 0.0 0.3
H -8.371189 35.082571 9.273530 0.0 -0.6 0.0
H -8.596784 34.826849 11.061007 0.1 -0.2 -0.1
H -11.679889 36.990601 6.645624 0.3 -0.2 0.2
H -12.943020 37.660042 7.634189 0.0 -0.1 0.0
H -13.063839 36.000445 7.084372 0.2 -0.3 0.2
F -3.852654 39.324171 8.643595 -0.1 0.5 0.0
C -3.113942 39.253690 7.522915 0.9 -1.3 -1.4
C -3.455182 39.898115 6.343858 -0.5 0.9 1.0
C -2.700820 39.727685 5.181438 -0.4 -0.6 0.7
C -1.722048 38.743028 5.177077 0.6 0.8 -0.5
C -1.337338 38.109022 6.350569 -0.4 0.3 -0.8
C -2.041317 38.369709 7.504064 0.2 -0.4 1.2
H -4.291965 40.584225 6.445259 0.1 0.1 -0.5
H -2.896481 40.338787 4.313353 -0.2 -0.1 -0.1
H -1.154882 38.584159 4.266923 0.0 -0.1 0.0
H -0.489256 37.442053 6.287725 -0.1 -0.2 0.4
H -1.748975 37.853343 8.414046 -0.2 0.1 0.0
F -1.920824 36.537170 13.450658 0.4 0.0 0.3
C -2.621385 35.775881 12.603430 -1.1 -0.1 -0.1
C -2.938151 36.279883 11.362087 -0.3 0.0 -0.4
C -3.738607 35.535058 10.487764 0.7 0.5 0.2
C -4.205782 34.291603 10.870034 -0.2 -0.2 0.5
C -3.964957 33.848148 12.173167 0.0 0.3 -0.3
C -3.181385 34.584682 13.050824 0.3 -0.1 -0.1
H -2.647950 37.278561 11.062676 0.3 0.0 0.1
H -3.915634 36.025867 9.538496 -0.3 -0.5 -0.2
H -4.800775 33.635935 10.249064 0.0 0.3 -0.3
H -4.463600 32.941851 12.488631 0.2 -0.1 0.2
H -2.986343 34.238982 14.057045 0.0 0.1 0.0
F -9.439246 39.304529 6.044864 0.1 0.0 0.1
C -9.053710 40.589660 6.191993 -1.0 -0.6 -0.6
C -9.855189 41.559979 5.610972 0.6 1.4 0.3
C -9.375258 42.867682 5.687732 0.1 0.0 0.0
C -8.201695 43.193094 6.362693 -0.4 -0.1 -0.2
C -7.540298 42.203693 7.067139 0.5 -0.6 -0.4
C -7.917457 40.863346 6.903582 0.1 0.9 0.7
H -10.810226 41.438431 5.125229 0.1 -0.7 0.0
H -9.901337 43.695460 5.228193 -0.2 -0.2 -0.2
H -7.854193 44.209778 6.237869 0.2 0.0 0.6
H -6.674385 42.394962 7.688005 0.1 0.2 -0.1
H -7.365908 40.081982 7.404790 -0.1 -0.1 -0.1
F -6.729387 35.515731 12.855981 0.0 0.0 0.0
C -7.109505 36.031314 14.043654 -0.3 0.4 0.2
C -8.121737 36.973905 14.078288 -0.9 0.0 -0.2
C -8.558842 37.468685 15.293436 0.5 -0.3 1.4
C -7.931129 37.052576 16.473130 0.5 -0.1 -0.5
C -6.844944 36.176721 16.411762 -0.8 0.7 0.1
C -6.465379 35.629773 15.196785 0.7 -0.1 0.0
H -8.713157 37.268701 13.218790 0.5 -0.2 -0.3
H -9.376029 38.167525 15.404842 -0.1 0.0 -0.5
H -8.211852 37.414122 17.452809 -0.2 0.2 -0.1
H -6.332265 36.036475 17.353700 0.3 -0.6 -0.2
H -5.627747 34.947575 15.122130 0.0 0.0 0.0
```
Forces are in eV/Å.

---

No. 6
Formula: C4H5Br2Cl
Source: the Open Molecules 2025 dataset
Level of theory: wB97M-V/def2-TZVPD

The value obtained for the total energy is -156831.321 eV.

```
12
Properties=species:S:1:pos:R:3:forces:R:3
C 1.519557 -0.627705 1.818620 -0.8 -0.1 -1.4
C 1.074651 -1.441323 0.898991 0.2 0.3 -0.4
C -0.582686 1.013035 -1.698969 -0.5 1.1 3.3
C -1.190816 0.382346 -0.459464 -0.9 0.4 -0.2
Cl 1.112680 -3.055229 0.478156 -0.1 0.0 0.3
Br -1.183398 1.594373 0.995448 -0.2 -0.2 0.1
Br -2.784661 -0.709645 -0.581080 1.0 0.5 -0.1
H 1.880998 -0.864074 2.758632 0.9 -1.0 1.7
H 1.457869 0.420423 1.654891 -0.3 0.8 -0.3
H 0.390535 1.343321 -1.250312 -0.8 0.6 -1.2
H -1.274548 1.664393 -2.259126 0.5 0.6 0.8
H -0.420178 0.280088 -2.355785 1.1 -3.2 -2.6
```
Forces are in eV/Å.